{
  "formula": "C77H206Cl10N31O17P7",
  "method": "ωB97M-V/def2-TZVPD",
  "species": ["O", "P", "N", "C", "C", "N", "C", "C", "N", "C", "C", "H", "H", "H", "H", "H", "H", "H", "H", "H", "H", "H", "H", "H", "H", "H", "H", "H", "H", "O", "P", "N", "C", "C", "N", "C", "C", "N", "C", "C", "H", "H", "H", "H", "H", "H", "H", "H", "H", "H", "H", "H", "H", "H", "H", "H", "H", "H", "O", "P", "N", "C", "C", "N", "C", "C", "N", "C", "C", "H", "H", "H", "H", "H", "H", "H", "H", "H", "H", "H", "H", "H", "H", "H", "H", "H", "H", "O", "P", "N", "C", "C", "N", "C", "C", "N", "C", "C", "H", "H", "H", "H", "H", "H", "H", "H", "H", "H", "H", "H", "H", "H", "H", "H", "H", "H", "O", "P", "N", "C", "C", "N", "C", "C", "N", "C", "C", "H", "H", "H", "H", "H", "H", "H", "H", "H", "H", "H", "H", "H", "H", "H", "H", "H", "H", "O", "P", "N", "C", "C", "N", "C", "C", "N", "C", "C", "H", "H", "H", "H", "H", "H", "H", "H", "H", "H", "H", "H", "H", "H", "H", "H", "H", "H", "O", "P", "N", "C", "C", "N", "C", "C", "N", "C", "C", "H", "H", "H", "H", "H", "H", "H", "H", "H", "H", "H", "H", "H", "H", "H", "H", "H", "H", "C", "C", "O", "N", "C", "H", "H", "H", "H", "H", "H", "H", "C", "C", "O", "N", "C", "H", "H", "H", "H", "H", "H", "H", "C", "C", "O", "N", "C", "H", "H", "H", "H", "H", "H", "H", "C", "C", "O", "N", "C", "H", "H", "H", "H", "H", "H", "H", "C", "C", "O", "N", "C", "H", "H", "H", "H", "H", "H", "H", "C", "C", "O", "N", "C", "H", "H", "H", "H", "H", "H", "H", "C", "C", "O", "N", "C", "H", "H", "H", "H", "H", "H", "H", "C", "C", "O", "N", "C", "H", "H", "H", "H", "H", "H", "H", "C", "C", "O", "N", "C", "H", "H", "H", "H", "H", "H", "H", "C", "C", "O", "N", "C", "H", "H", "H", "H", "H", "H", "H", "C", "Cl", "Cl", "H", "H", "C", "Cl", "Cl", "H", "H", "C", "Cl", "Cl", "H", "H", "C", "Cl", "Cl", "H", "H", "C", "Cl", "Cl", "H", "H"],
  "xyz": [[10.294, 23.123, 23.861], [10.619, 22.069, 22.889], [9.685, 22.299, 21.483], [9.665, 23.609, 20.807], [9.605, 21.256, 20.445], [10.273, 20.516, 23.396], [11.062, 19.912, 24.405], [8.858, 20.178, 23.608], [12.268, 22.027, 22.467], [13.203, 23.047, 22.808], [12.745, 20.962, 21.595], [10.644, 23.813, 20.378], [9.527, 24.390, 21.526], [8.860, 23.607, 20.093], [9.719, 20.259, 20.898], [10.414, 21.285, 19.740], [8.629, 21.286, 19.980], [12.112, 20.021, 24.222], [10.851, 20.268, 25.408], [10.815, 18.862, 24.461], [8.807, 19.202, 24.095], [8.440, 20.912, 24.295], [8.285, 20.239, 22.665], [14.071, 22.635, 23.339], [13.518, 23.661, 21.934], [12.683, 23.732, 23.539], [12.898, 21.335, 20.591], [11.982, 20.183, 21.560], [13.699, 20.555, 22.002], [18.819, 20.907, 14.095], [20.132, 20.304, 14.454], [21.016, 19.935, 13.079], [22.085, 18.892, 13.174], [20.411, 20.025, 11.728], [19.913, 18.910, 15.321], [18.695, 18.110, 14.984], [20.846, 18.417, 16.319], [20.982, 21.291, 15.433], [20.291, 21.666, 16.692], [22.178, 22.066, 15.088], [21.621, 17.897, 13.113], [22.664, 18.938, 14.096], [22.796, 18.977, 12.302], [19.489, 20.552, 11.838], [20.414, 19.022, 11.298], [21.087, 20.678, 11.112], [17.834, 18.733, 14.726], [18.893, 17.438, 14.159], [18.403, 17.571, 15.885], [20.251, 18.065, 17.167], [21.503, 17.619, 16.012], [21.468, 19.209, 16.701], [20.633, 21.030, 17.463], [20.469, 22.682, 16.999], [19.213, 21.546, 16.606], [21.911, 23.159, 15.021], [22.584, 21.742, 14.095], [22.907, 21.897, 15.877], [19.627, 14.873, 18.914], [20.364, 13.599, 19.248], [19.480, 12.752, 20.326], [20.050, 11.727, 21.181], [18.114, 12.466, 19.916], [21.824, 13.877, 20.046], [22.915, 14.283, 19.147], [21.890, 14.533, 21.313], [20.637, 12.665, 17.927], [20.139, 13.169, 16.646], [21.326, 11.371, 18.124], [20.083, 10.735, 20.713], [19.423, 11.591, 22.054], [21.071, 12.021, 21.489], [17.753, 13.212, 19.218], [17.415, 12.503, 20.769], [18.084, 11.450, 19.479], [22.852, 15.358, 18.848], [23.918, 14.093, 19.594], [22.837, 13.833, 18.184], [21.662, 15.601, 21.222], [21.175, 14.097, 22.021], [22.928, 14.388, 21.665], [20.028, 12.276, 16.019], [19.139, 13.639, 16.683], [20.812, 13.838, 16.168], [20.632, 10.549, 17.991], [21.812, 11.356, 19.135], [22.124, 11.283, 17.420], [16.437, 18.772, 20.969], [17.272, 19.931, 21.497], [17.339, 20.048, 23.123], [18.488, 20.494, 23.980], [16.040, 19.936, 23.808], [16.658, 21.426, 21.071], [15.812, 21.436, 19.867], [17.255, 22.630, 21.669], [18.901, 19.880, 21.077], [19.419, 18.540, 21.376], [19.184, 20.226, 19.691], [18.977, 21.324, 23.461], [19.164, 19.653, 24.204], [18.030, 20.884, 24.913], [16.134, 19.328, 24.758], [15.278, 19.430, 23.219], [15.680, 20.963, 24.098], [16.358, 21.520, 18.931], [15.238, 20.489, 19.885], [15.077, 22.200, 19.969], [18.286, 22.693, 21.429], [16.723, 23.482, 21.292], [17.144, 22.631, 22.740], [20.530, 18.566, 21.368], [19.076, 18.170, 22.348], [19.099, 17.862, 20.554], [18.674, 19.517, 18.971], [20.266, 20.214, 19.518], [18.829, 21.235, 19.518], [16.297, 14.206, 29.857], [14.986, 14.818, 30.063], [15.078, 16.470, 30.379], [16.183, 17.038, 31.190], [13.856, 17.193, 30.208], [14.170, 14.275, 31.348], [13.945, 14.997, 32.573], [14.040, 12.795, 31.417], [14.028, 14.504, 28.770], [12.616, 14.681, 28.872], [14.557, 14.653, 27.363], [15.840, 17.214, 32.219], [16.596, 17.926, 30.694], [16.995, 16.255, 31.167], [13.049, 16.515, 30.475], [13.693, 17.650, 29.275], [13.782, 17.941, 31.010], [13.439, 15.982, 32.432], [13.317, 14.387, 33.188], [14.849, 15.141, 33.184], [13.191, 12.536, 32.046], [13.863, 12.400, 30.435], [14.989, 12.425, 31.829], [12.104, 13.936, 28.285], [12.315, 14.538, 29.929], [12.312, 15.662, 28.518], [13.937, 13.962, 26.767], [15.575, 14.334, 27.325], [14.464, 15.673, 27.081], [18.707, 18.391, 29.646], [19.671, 17.945, 28.642], [20.590, 19.175, 28.037], [21.543, 19.765, 28.976], [19.790, 20.117, 27.328], [18.986, 17.259, 27.307], [17.898, 16.274, 27.537], [19.502, 17.220, 25.952], [20.701, 16.830, 29.331], [20.198, 16.062, 30.456], [21.694, 16.162, 28.554], [21.546, 19.128, 29.836], [21.264, 20.758, 29.265], [22.521, 19.836, 28.460], [19.022, 20.532, 27.996], [19.332, 19.730, 26.437], [20.471, 20.982, 27.122], [18.188, 15.227, 27.642], [17.377, 16.625, 28.423], [17.144, 16.305, 26.750], [18.682, 17.478, 25.237], [20.334, 17.907, 25.805], [19.934, 16.237, 25.720], [19.592, 16.657, 31.103], [19.529, 15.278, 30.121], [20.998, 15.589, 31.071], [21.287, 15.143, 28.235], [22.589, 15.973, 29.163], [21.866, 16.745, 27.650], [20.441, 23.082, 20.745], [21.124, 24.355, 20.421], [21.282, 25.475, 21.589], [20.277, 26.512, 21.698], [21.663, 24.945, 22.871], [20.316, 25.047, 19.205], [18.942, 24.690, 18.933], [20.821, 26.207, 18.523], [22.667, 23.904, 20.086], [22.923, 22.709, 19.303], [23.814, 24.694, 20.454], [19.393, 26.149, 22.282], [19.965, 26.828, 20.684], [20.800, 27.307, 22.253], [22.503, 24.258, 22.802], [20.847, 24.593, 23.458], [22.131, 25.738, 23.486], [18.650, 23.896, 19.648], [18.292, 25.529, 19.025], [18.811, 24.355, 17.932], [21.543, 26.665, 19.155], [21.152, 25.906, 17.563], [19.973, 26.882, 18.494], [23.974, 22.395, 19.576], [22.263, 21.889, 19.496], [22.913, 22.879, 18.203], [24.025, 25.434, 19.648], [24.627, 23.996, 20.421], [23.679, 25.194, 21.432], [19.176, 11.916, 25.989], [20.070, 12.929, 25.186], [19.881, 13.161, 24.026], [21.188, 13.384, 25.880], [22.119, 14.279, 25.245], [19.787, 11.337, 26.705], [18.733, 11.245, 25.192], [18.393, 12.493, 26.526], [21.393, 13.117, 26.829], [21.659, 15.208, 24.879], [22.591, 13.769, 24.363], [22.946, 14.504, 25.932], [16.467, 15.996, 18.351], [15.873, 17.091, 17.467], [15.551, 16.877, 16.301], [15.734, 18.298, 18.091], [15.030, 19.410, 17.396], [17.047, 16.508, 19.118], [16.968, 15.347, 17.705], [15.688, 15.389, 18.795], [15.936, 18.441, 19.094], [14.061, 19.623, 17.894], [14.928, 19.173, 16.349], [15.623, 20.339, 17.403], [11.215, 21.277, 16.671], [11.486, 19.782, 16.730], [11.334, 19.190, 17.832], [11.833, 19.146, 15.580], [12.075, 17.724, 15.470], [11.843, 21.778, 17.385], [10.195, 21.530, 16.858], [11.504, 21.692, 15.696], [11.988, 19.757, 14.819], [13.122, 17.567, 15.507], [11.630, 17.348, 14.535], [11.619, 17.169, 16.265], [18.184, 25.758, 15.580], [16.733, 26.044, 15.690], [15.922, 25.296, 15.123], [16.343, 27.054, 16.476], [14.945, 27.457, 16.612], [18.490, 25.768, 14.518], [18.265, 24.788, 16.027], [18.834, 26.420, 16.138], [16.955, 27.718, 16.852], [14.759, 27.656, 17.645], [14.375, 26.629, 16.133], [14.796, 28.333, 15.962], [9.441, 17.785, 20.750], [10.846, 17.603, 21.344], [10.922, 17.188, 22.518], [11.929, 17.924, 20.569], [13.290, 17.813, 20.971], [9.419, 18.252, 19.775], [8.931, 18.361, 21.536], [9.019, 16.794, 20.604], [11.790, 18.213, 19.622], [13.781, 18.670, 20.588], [13.837, 16.909, 20.664], [13.396, 17.808, 22.091], [15.628, 24.746, 24.297], [17.100, 24.550, 24.320], [17.874, 25.325, 23.681], [17.646, 23.651, 25.144], [19.070, 23.802, 25.525], [14.964, 23.955, 24.743], [15.314, 25.011, 23.299], [15.437, 25.605, 24.922], [17.046, 23.007, 25.676], [19.270, 24.819, 25.714], [19.751, 23.531, 24.706], [19.175, 23.237, 26.471], [11.272, 28.646, 25.967], [11.773, 28.340, 24.591], [12.858, 28.802, 24.246], [11.014, 27.498, 23.863], [11.500, 26.989, 22.608], [11.414, 27.697, 26.541], [10.290, 29.039, 26.135], [11.976, 29.390, 26.358], [10.193, 27.202, 24.316], [12.265, 26.247, 22.846], [11.947, 27.802, 22.056], [10.634, 26.526, 22.150], [16.795, 27.466, 20.608], [15.280, 27.830, 20.943], [14.431, 27.748, 20.068], [15.053, 28.389, 22.187], [15.926, 28.759, 23.221], [17.291, 27.021, 21.459], [17.308, 28.384, 20.278], [16.708, 26.677, 19.879], [14.101, 28.730, 22.261], [16.426, 29.728, 23.099], [16.713, 28.000, 23.422], [15.217, 28.809, 24.060], [14.124, 22.150, 26.783], [15.335, 21.318, 27.131], [16.468, 21.699, 26.817], [15.113, 20.136, 27.687], [16.148, 19.162, 27.939], [13.191, 21.765, 27.196], [14.055, 22.103, 25.716], [14.287, 23.194, 27.009], [14.184, 19.785, 27.747], [15.660, 18.414, 28.527], [16.927, 19.686, 28.464], [16.598, 18.698, 27.034], [16.973, 14.703, 24.226], [16.540, 16.008, 23.544], [15.696, 16.779, 24.016], [17.110, 16.362, 22.363], [18.185, 15.634, 21.778], [17.110, 14.889, 25.287], [17.915, 14.241, 23.898], [16.179, 13.978, 24.164], [16.644, 17.142, 21.849], [19.131, 15.796, 22.313], [18.286, 15.875, 20.716], [18.003, 14.588, 21.802], [16.346, 22.226, 14.835], [16.812, 22.426, 16.501], [14.745, 21.342, 14.682], [16.185, 23.218, 14.341], [17.077, 21.677, 14.288], [12.629, 17.023, 25.235], [12.886, 18.316, 26.354], [11.590, 15.743, 26.008], [12.087, 17.280, 24.337], [13.543, 16.605, 24.947], [22.526, 21.285, 22.975], [22.038, 21.518, 24.641], [24.190, 21.735, 22.733], [22.458, 20.234, 22.723], [21.931, 21.887, 22.304], [24.360, 18.649, 20.722], [23.412, 19.004, 19.258], [23.401, 17.838, 22.013], [25.177, 18.034, 20.395], [24.746, 19.573, 21.147], [13.387, 23.879, 16.843], [12.228, 24.815, 15.843], [13.001, 23.961, 18.601], [13.266, 22.844, 16.534], [14.383, 24.240, 16.659]],
  "lowdin_charge": [-0.296, 0.554, -0.274, -0.095, -0.117, -0.293, -0.187, -0.090, -0.288, -0.142, -0.103, 0.047, 0.053, 0.080, 0.037, 0.061, 0.089, 0.058, 0.078, 0.046, 0.091, 0.082, 0.076, 0.048, 0.084, 0.086, 0.065, 0.057, 0.080, -0.310, 0.497, -0.303, -0.109, -0.091, -0.273, -0.052, -0.116, -0.291, -0.089, -0.093, 0.076, 0.065, 0.094, 0.054, 0.077, 0.089, 0.077, 0.074, 0.072, 0.082, 0.069, 0.042, 0.035, 0.073, 0.021, 0.092, 0.083, 0.063, -0.307, 0.500, -0.294, -0.125, -0.101, -0.306, -0.108, -0.140, -0.303, -0.091, -0.086, 0.075, 0.068, 0.079, 0.064, 0.087, 0.090, 0.087, 0.094, 0.051, 0.055, 0.055, 0.087, 0.085, 0.081, 0.061, 0.078, 0.086, 0.067, -0.316, 0.572, -0.272, -0.071, -0.094, -0.246, -0.106, -0.065, -0.264, -0.119, -0.121, 0.064, 0.057, 0.068, 0.085, 0.053, 0.077, 0.015, 0.053, 0.039, 0.034, 0.087, 0.053, 0.064, 0.063, 0.081, 0.104, 0.064, 0.059, -0.285, 0.431, -0.298, -0.085, -0.139, -0.312, -0.103, -0.075, -0.272, -0.189, -0.054, 0.072, 0.054, 0.084, 0.053, 0.033, 0.099, 0.085, 0.067, 0.086, 0.078, 0.069, 0.089, 0.068, 0.088, 0.026, 0.087, 0.050, 0.049, -0.261, 0.483, -0.301, -0.086, -0.141, -0.260, -0.092, -0.107, -0.314, -0.105, -0.124, 0.065, 0.076, 0.094, 0.084, 0.039, 0.075, 0.081, 0.056, 0.056, 0.094, 0.072, 0.064, 0.058, 0.074, 0.096, 0.086, 0.087, 0.071, -0.289, 0.470, -0.294, -0.078, -0.114, -0.303, -0.074, -0.091, -0.289, -0.115, -0.114, 0.073, 0.066, 0.097, 0.052, 0.051, 0.104, 0.074, 0.055, 0.033, 0.072, 0.076, 0.078, 0.080, 0.033, 0.077, 0.089, 0.053, 0.075, 0.012, -0.523, 0.032, -0.002, -0.101, 0.074, 0.097, 0.076, 0.118, 0.071, 0.090, 0.086, 0.011, -0.538, 0.006, 0.045, -0.090, 0.057, 0.047, 0.085, 0.074, 0.083, 0.027, -0.001, -0.003, -0.487, -0.027, 0.028, -0.040, 0.026, 0.085, 0.068, 0.105, 0.055, 0.095, 0.081, 0.001, -0.543, -0.025, 0.029, -0.030, 0.108, 0.027, 0.064, 0.113, 0.055, 0.053, 0.093, 0.005, -0.483, -0.012, 0.030, -0.081, 0.063, 0.064, 0.084, 0.084, 0.036, 0.093, 0.099, 0.009, -0.545, -0.035, 0.037, -0.044, 0.065, 0.074, 0.091, 0.081, 0.065, 0.041, 0.093, -0.008, -0.552, 0.021, 0.019, -0.038, 0.103, 0.069, 0.085, 0.124, 0.085, 0.077, 0.080, 0.011, -0.480, 0.009, -0.003, -0.107, 0.035, 0.091, 0.044, 0.105, 0.084, 0.084, 0.073, 0.023, -0.528, -0.005, 0.019, -0.050, 0.086, 0.051, 0.086, 0.038, 0.054, 0.067, 0.091, 0.021, -0.489, -0.013, 0.034, -0.113, 0.043, 0.045, 0.087, 0.100, 0.087, 0.051, 0.053, -0.890, 0.661, 0.533, 0.034, -0.033, -0.929, 0.661, 0.558, -0.022, -0.022, -1.037, 0.577, 0.575, -0.032, -0.002, -0.953, 0.527, 0.534, 0.018, -0.022, -0.975, 0.528, 0.534, -0.052, -0.020],
  "total_energy_ha": -13025.92736,
  "orbital_gap_ev": 8.31,
  "lumo_energy_ev": 0.2,
  "charge": 0
}